Entry 1:
# C8H19N3O

A single C8H19N3O molecule (ωB97M-V/def2-TZVPD, OMol25).

```
! wB97M-V def2-TZVPD RIJCOSX def2/J DEFGRID3
* xyz 0 1
C -2.015 -1.223 -0.306
C -2.882 -0.090 0.288
N -2.512 1.270 -0.047
C -1.219 1.827 0.234
C 0.058 1.732 -0.480
O 1.206 1.829 0.122
C 2.288 1.528 -0.299
C 2.626 -0.058 0.288
N 1.700 -0.901 -0.544
C 1.327 -2.332 0.355
C 0.023 -2.589 -0.186
N -0.770 -1.580 0.426
H -1.750 -1.021 -1.363
H -2.712 -1.989 -0.476
H -3.789 -0.022 -0.154
H -2.824 -0.059 1.413
H -2.440 1.257 -1.127
H -1.397 2.916 0.420
H -1.143 1.494 1.498
H 0.114 0.717 -0.783
H -0.095 2.329 -1.243
H 3.177 2.230 -0.011
H 2.554 1.489 -1.303
H 3.599 -0.072 0.233
H 2.322 -0.229 1.352
H 1.988 -1.017 -1.472
H 2.129 -2.848 -0.166
H 1.419 -2.144 1.385
H -0.107 -2.765 -1.409
H -0.342 -3.636 0.282
H -0.223 -0.642 0.587
*
```

Output
Structure (SMILES): C1CNCCOCCNCCN1
HOMO-LUMO gap: 8.84 eV
E_HOMO: -7.789 eV



Entry 2:
# C8H19N5O3W

A molecular structure, C8H19N5O3W (ωB97M-V/def2-TZVPD, OMol25).

```
! wB97M-V def2-TZVPD RIJCOSX def2/J DEFGRID3
* xyz 4 1
W -0.255 0.099 -0.434
N 1.468 -0.217 0.964
C 1.193 -0.916 2.286
C 0.119 -1.934 2.012
N -0.993 -1.302 1.213
C -2.105 -0.674 2.019
C -1.757 0.754 2.317
N -1.368 1.390 0.976
H 2.221 -0.726 0.490
H 1.921 0.685 1.171
H 0.909 -0.164 3.018
H 2.108 -1.388 2.645
H -0.280 -2.368 2.932
H 0.516 -2.762 1.419
H -1.442 -2.068 0.708
H -2.280 -1.253 2.929
H -3.016 -0.736 1.418
H -0.920 0.878 3.000
H -2.604 1.305 2.730
H -0.896 2.279 1.186
H -2.252 1.681 0.539
N -0.590 1.926 -1.597
C 0.777 2.448 -2.009
C 1.450 1.260 -2.649
O 2.023 1.230 -3.674
N 1.152 0.012 -1.882
C 1.537 -1.131 -2.733
C 0.614 -2.255 -2.969
O 0.042 -3.185 -3.156
O -1.304 -0.882 -1.283
H -1.114 1.676 -2.447
H -1.123 2.701 -1.193
H 1.325 2.782 -1.122
H 0.694 3.287 -2.703
H 2.439 -1.659 -2.372
H 1.791 -0.770 -3.749
*
```

Output
HOMO-LUMO gap: 7.66 eV
E_HOMO: -25.281 eV



Entry 3:
# C8H2

A molecular structure, C8H2 (ωB97M-V/def2-TZVPD, OMol25).

```
! wB97M-V def2-TZVPD RIJCOSX def2/J DEFGRID3
* xyz 0 1
C 1.657 0.667 -0.475
C 1.185 -1.646 0.716
C 0.756 1.570 -0.865
C 0.023 -2.071 1.129
C 1.105 -0.410 0.033
C -0.371 -0.349 0.354
C -0.257 2.197 -1.032
C -1.141 -1.364 0.766
H -0.824 2.936 -1.501
H -2.132 -1.531 0.874
*
```

Output
HOMO-LUMO gap (alpha / beta): 6.81 / 6.81 eV
E_HOMO (alpha / beta): -8.595 / -8.596 eV



Entry 4:
# C8H20AlO

A molecular structure, C8H20AlO (ωB97M-V/def2-TZVPD, OMol25).

```
! wB97M-V def2-TZVPD RIJCOSX def2/J DEFGRID3
* xyz -1 1
C 5.298 0.006 -0.343
O 4.127 0.688 0.027
C 2.941 -0.075 -0.174
C 1.744 0.700 0.318
C 0.445 -0.073 0.095
C -0.789 0.540 0.778
C -1.718 1.364 -0.133
C -3.200 0.994 -0.031
C -3.578 -0.356 -0.654
Al -3.156 -2.113 0.266
H 5.094 -0.785 -1.076
H 6.000 0.710 -0.798
H 5.776 -0.459 0.529
H 3.020 -1.035 0.357
H 2.842 -0.307 -1.246
H 1.704 1.667 -0.196
H 1.873 0.924 1.383
H 0.560 -1.111 0.422
H 0.249 -0.142 -0.981
H -1.370 -0.268 1.229
H -0.448 1.175 1.606
H -1.406 1.228 -1.178
H -1.606 2.434 0.079
H -3.480 0.998 1.034
H -3.775 1.819 -0.480
H -4.678 -0.392 -0.709
H -3.245 -0.359 -1.705
H -4.017 -3.291 -0.485
H -1.566 -2.510 0.232
H -3.642 -1.969 1.834
*
```

Output
HOMO-LUMO gap: 7.47 eV
E_HOMO: -4.582 eV



Number 1: strongest force on any atom 0.2453 Eh/bohr. Number 2: strongest force on any atom 0.0151 Eh/bohr. Number 3: strongest force on any atom 0.0701 Eh/bohr. Number 4: strongest force on any atom 0.0050 Eh/bohr.